Entry 1:
{"formula": "C17H25NO10", "method": "ωB97M-V/def2-TZVPD", "symbols": ["C", "C", "O", "C", "O", "C", "C", "C", "C", "C", "O", "O", "C", "C", "C", "C", "O", "O", "C", "O", "N", "O", "C", "C", "O", "O", "C", "C", "H", "H", "H", "H", "H", "H", "H", "H", "H", "H", "H", "H", "H", "H", "H", "H", "H", "H", "H", "H", "H", "H", "H", "H", "H"], "xyz": [[-4.710481, -0.965329, -0.411512], [-4.434521, -2.449120, -0.214537], [-3.095383, -2.652809, 0.245101], [-2.148071, -2.833094, -0.682701], [-2.361275, -2.939261, -1.858328], [-0.772098, -2.847668, -0.047722], [-0.283820, -1.401163, 0.075908], [1.174831, -1.306579, 0.587520], [2.174910, -0.697360, -0.382885], [3.583922, -1.210268, -0.112125], [3.815371, -2.288346, 0.365747], [4.507202, -0.345523, -0.515735], [5.877479, -0.715720, -0.316922], [6.330177, -0.406203, 1.101793], [1.989592, 0.808919, -0.142099], [1.203075, 1.451150, -1.301685], [1.043878, 0.911994, -2.364571], [0.795661, 2.668557, -0.996220], [0.040083, 3.338978, -2.003547], [1.319162, 0.956028, 1.085764], [1.135292, -0.352885, 1.702024], [-0.124275, -0.408368, 2.214578], [-1.049461, -0.594274, 1.137975], [-1.513676, 0.766285, 0.607393], [-1.568097, 1.049997, -0.563323], [-1.853259, 1.559749, 1.604180], [-2.235148, 2.899511, 1.280809], [-3.669929, 2.969974, 0.777995], [-5.727084, -0.826361, -0.767707], [-4.019315, -0.554132, -1.144062], [-4.586357, -0.429543, 0.527027], [-4.570226, -2.992531, -1.154568], [-5.077657, -2.873056, 0.559408], [-0.818032, -3.316252, 0.935486], [-0.095717, -3.402422, -0.698060], [-0.384142, -0.905999, -0.895524], [1.532073, -2.261693, 0.980699], [1.935545, -0.932335, -1.425892], [6.434380, -0.129194, -1.049835], [5.987613, -1.783869, -0.527952], [6.178581, 0.646943, 1.325426], [5.762263, -1.002931, 1.811175], [7.384819, -0.643456, 1.206307], [2.953948, 1.332870, -0.082631], [-0.119874, 4.351004, -1.640774], [0.593787, 3.346790, -2.943958], [-0.907677, 2.818440, -2.151049], [-1.909908, -1.121123, 1.556984], [-1.543415, 3.288623, 0.527879], [-2.115088, 3.451981, 2.214203], [-4.348447, 2.549053, 1.516136], [-3.770285, 2.415371, -0.151782], [-3.940931, 4.006652, 0.600178]], "forces_ev_per_a": [[0.2, -0.4, 0.1], [-0.4, 0.1, -0.3], [-0.1, 0.0, 0.4], [0.5, -0.3, 0.0], [-0.1, 0.1, -0.2], [-0.1, 0.2, -0.2], [0.0, 0.2, 0.1], [-0.2, -0.1, -0.3], [0.1, 0.0, 0.2], [-0.5, -0.1, 0.0], [0.2, -0.1, 0.0], [0.0, 0.3, -0.1], [0.4, -0.2, 0.2], [-0.3, 0.0, -0.3], [0.2, 0.0, -0.6], [0.3, -0.5, 0.2], [-0.1, 0.1, -0.2], [0.1, 0.3, 0.3], [-0.2, 0.0, -0.4], [-0.7, 0.2, 0.2], [1.1, -0.3, 0.4], [-0.3, 0.1, 0.2], [0.0, 0.2, -0.4], [0.2, -0.4, -0.1], [-0.2, 0.1, -0.1], [-0.1, 0.0, 0.4], [-0.2, 0.4, -0.3], [0.3, -0.2, 0.1], [-0.1, 0.1, 0.0], [0.0, 0.1, -0.1], [0.0, 0.1, 0.1], [0.0, 0.0, 0.2], [0.1, 0.0, -0.1], [0.0, 0.0, 0.0], [-0.1, 0.0, 0.0], [0.0, -0.1, 0.1], [-0.1, 0.1, -0.1], [0.1, 0.0, 0.2], [-0.1, -0.1, 0.1], [0.0, 0.2, -0.1], [0.0, 0.1, 0.0], [0.0, 0.0, 0.1], [0.1, 0.0, 0.0], [-0.2, -0.1, -0.1], [0.0, 0.0, 0.0], [-0.1, 0.1, 0.1], [0.1, 0.1, 0.0], [0.1, 0.1, -0.1], [0.0, 0.0, 0.2], [0.0, -0.1, -0.1], [-0.1, 0.0, 0.1], [0.0, 0.0, -0.1], [-0.1, 0.1, 0.0]], "smiles": "CCOC(=O)C[C@@H]1[C@H]2[C@H](C(=O)OCC)[C@@H](C(=O)OC)ON2O[C@H]1C(=O)OCC"}

---

Entry 2:
{"formula": "C3H9N2O2S", "method": "ωB97M-V/def2-TZVPD", "symbols": ["C", "C", "C", "N", "N", "O", "O", "S", "H", "H", "H", "H", "H", "H", "H", "H", "H"], "xyz": [[-1.153432, -0.292769, 0.683180], [-1.846275, 1.738318, -0.560064], [2.764490, -0.409605, -1.339141], [-1.255776, -1.226522, 1.575247], [-2.049392, 0.449922, 0.128557], [1.676396, -1.948703, 0.566406], [2.355349, 0.310890, 1.294935], [1.780206, -0.540990, 0.308133], [-2.513085, 2.483653, -0.250550], [-2.140108, 1.625602, -1.560043], [-0.883496, 2.092398, -0.370647], [3.446544, 0.483639, -1.262413], [3.390726, -1.322233, -1.399419], [2.117307, -0.352395, -2.135141], [-2.156951, -1.571370, 2.000521], [-0.466253, -1.754865, 1.899314], [-3.066248, 0.235022, 0.421123]], "forces_ev_per_a": [[1.1, 0.3, 0.0], [-0.6, -1.3, 0.2], [2.3, 0.5, 2.4], [-1.6, -0.8, 0.6], [-2.5, -0.2, 1.2], [-0.6, -0.5, 0.0], [0.0, 0.8, 0.2], [0.7, -0.5, -1.1], [-1.1, 0.8, 1.3], [0.4, -0.3, -1.7], [1.6, 0.3, -0.1], [-1.0, -0.8, 0.1], [-0.6, 0.4, 0.4], [-1.6, 0.2, -1.7], [1.0, 0.8, -0.7], [0.6, -0.1, -0.3], [1.9, 0.4, -0.7]], "total_charge": 1}

---

Entry 3:
{"formula": "C7H22N4O7V", "method": "ωB97M-V/def2-TZVPD", "symbols": ["O", "H", "V", "N", "N", "O", "O", "C", "C", "C", "C", "H", "H", "H", "H", "H", "H", "H", "H", "O", "H", "H", "C", "H", "H", "H", "O", "H", "H", "C", "O", "C", "O", "N", "N", "H", "H", "H", "H", "H", "H"], "xyz": [[-1.009029, 3.711240, 1.193092], [-0.141725, 4.094016, 1.422703], [0.048084, 0.111201, 0.098850], [-0.921136, -0.180670, -1.560682], [1.132345, -1.299057, -0.774530], [-2.191486, 0.327436, -1.876220], [2.370730, -1.800874, -0.308687], [-0.425483, -1.080807, -2.443429], [0.781329, -1.691690, -2.004433], [-1.135295, -1.469702, -3.689912], [1.600416, -2.657744, -2.774085], [-1.940398, -0.774660, -3.942675], [-1.569484, -2.475742, -3.576488], [-0.429533, -1.516164, -4.530708], [2.315137, -3.169870, -2.125338], [2.158596, -2.140813, -3.567766], [0.951190, -3.400014, -3.252378], [-2.244222, 1.266990, -1.471221], [2.527512, -1.354459, 0.548814], [-1.034862, -1.907422, 1.065007], [-1.936878, -2.064996, 0.717317], [-0.532077, -2.720784, 0.852605], [1.186977, 1.666680, -0.524498], [0.769282, 2.657810, -0.266318], [1.327869, 1.538257, -1.612334], [2.148212, 1.497225, -0.005316], [-2.415310, 2.774832, -1.050552], [-2.036646, 3.244318, -0.259523], [-2.116016, 3.304815, -1.814968], [1.649608, -0.467080, 4.671910], [0.556901, 0.401046, 4.199530], [0.324664, 0.401539, 2.895184], [1.105591, -0.039096, 2.011470], [-0.908884, 0.878664, 2.579827], [-1.199874, 1.043035, 1.189092], [1.311152, -0.859627, 5.631530], [2.559728, 0.129041, 4.791467], [1.817154, -1.285731, 3.964478], [-1.340638, 1.554187, 3.213403], [-2.218034, 1.037490, 1.128507], [-0.895480, 2.717177, 1.257291]], "forces_ev_per_a": [[0.6, -0.3, 0.4], [-0.7, -0.1, -0.2], [0.3, 0.7, 1.8], [-1.0, -0.9, -2.6], [1.5, -1.6, -2.0], [1.4, -0.3, 0.3], [-1.0, 0.3, -0.2], [-2.5, 2.0, 1.1], [2.0, 0.2, 2.8], [0.0, -0.2, -0.4], [0.0, -0.3, -0.4], [0.2, -0.1, 0.2], [0.1, 0.3, 0.0], [-0.1, 0.0, 0.2], [-0.2, 0.2, -0.2], [-0.1, -0.1, 0.2], [0.1, 0.2, 0.0], [0.2, -0.6, -0.1], [-0.3, -0.1, -0.4], [0.0, -0.5, -0.6], [0.6, 0.1, 0.3], [-0.4, 0.5, 0.2], [0.3, -0.3, -0.4], [0.3, -0.5, -0.3], [0.1, 0.5, 0.4], [-0.2, 0.3, -0.2], [0.5, 0.8, 0.0], [-0.1, -0.3, -0.6], [-0.3, -0.3, 0.5], [-0.2, 0.3, -0.2], [0.6, -0.5, -0.5], [-0.7, 0.0, -0.1], [-0.9, 0.2, 0.2], [0.6, 0.2, 0.3], [-0.9, -0.3, 1.1], [0.1, 0.2, -0.2], [-0.3, -0.1, -0.1], [-0.1, 0.3, 0.2], [0.2, -0.4, -0.1], [0.2, 0.0, -0.1], [0.0, 0.8, -0.3]], "s_squared": 2.06, "multiplicity": 3, "total_charge": 1}

---

Entry 4:
{"formula": "C3H6N4", "method": "ωB97M-V/def2-TZVPD", "symbols": ["C", "C", "C", "H", "H", "H", "H", "H", "H", "N", "N", "N", "N"], "xyz": [[2.018070, -0.173826, 0.101264], [0.088733, 1.000829, -0.133126], [-1.632734, -1.111107, -0.045370], [2.302768, 1.190332, -0.013300], [2.509504, -0.474875, 1.311992], [2.231839, -1.175943, -0.782319], [0.586123, 1.669926, -0.765620], [-2.894105, 0.695269, 0.531948], [-2.353728, -1.800138, -0.323369], [0.591503, -0.118983, 0.226306], [-1.213599, 1.248958, -0.216736], [-1.950137, 0.182845, 0.389524], [-0.284242, -1.133292, -0.281191]], "forces_ev_per_a": [[2.1, -1.0, 1.7], [-6.5, 4.4, -2.3], [6.8, 5.8, 0.4], [-0.2, -4.8, -0.2], [-1.2, 0.7, -4.1], [0.0, 3.6, 2.6], [1.3, 1.3, -0.3], [1.7, -2.6, -0.4], [-0.8, -1.5, -0.6], [-0.8, -2.8, 1.3], [2.8, -0.9, 0.9], [-2.9, 1.9, 0.8], [-2.3, -4.1, 0.1]]}

---

E list, top to bottom, in eV: -39998.1014 -21156.7938 -53588.3627 -9161.7712